(1)
{"formula": "C5H7NO", "method": "the ωB97M-V functional and the def2-TZVPD basis", "homo_ev": -9.3, "smiles": "C1=N[C@H]2C[C@H]2CO1", "lumo_energy_ev": 1.0, "orbital_gap_ha": 0.380, "de_lowest_kcal_mol": 39.5, "spin_multiplicity": 1, "e_tot_ha": -324.66159, "species": ["C", "C", "C", "O", "C", "N", "C", "H", "H", "H", "H", "H", "H", "H"], "xyz": [[-0.0405, 0.4186, 1.4645], [0.6066, 0.7679, 0.1582], [1.1569, -0.4607, -0.5345], [0.2412, -1.1210, -1.4209], [-1.0802, -0.9920, -1.1923], [-1.6867, -0.1883, -0.4262], [-0.8959, 0.7720, 0.2802], [0.1294, -0.6333, 1.7105], [-0.0147, 1.1407, 2.2737], [1.1780, 1.6870, 0.0663], [1.4246, -1.2017, 0.2410], [2.0231, -0.2174, -1.1551], [-1.6375, -1.7055, -1.7994], [-1.4040, 1.7336, 0.3342]], "atomic_forces_ev_per_a": [[-0.006, 0.036, 0.221], [0.149, -0.037, -0.157], [0.187, 0.000, 0.098], [-0.067, 0.064, -0.069], [-0.234, 0.042, 0.064], [0.289, -0.313, -0.093], [0.009, 0.132, 0.000], [-0.509, 0.386, 0.254], [0.019, -0.213, -0.016], [-0.218, -0.110, -0.131], [0.179, 0.169, -0.497], [-0.101, -0.108, 0.190], [0.075, 0.141, 0.074], [0.228, -0.188, 0.062]], "lowdin_charge": [-0.066, -0.215, -0.138, -0.041, -0.227, 0.094, -0.276, 0.112, 0.103, 0.134, 0.125, 0.128, 0.130, 0.137]}


(2)
{"formula": "CH5FNP", "method": "the ωB97M-V functional and the def2-TZVPD basis", "homo_ev": -9.3, "smiles": "CN(F)P", "lumo_energy_ev": 1.0, "orbital_gap_ha": 0.380, "de_lowest_kcal_mol": 61.2, "spin_multiplicity": 1, "e_tot_ha": -536.95275, "species": ["C", "N", "F", "P", "H", "H", "H", "H", "H"], "xyz": [[-0.9164, -0.1057, -0.2799], [0.2516, 0.7873, -0.1917], [-0.1756, 1.8574, 0.6032], [1.7997, 0.0819, 0.1995], [-0.8266, -0.9034, -1.1471], [-1.0981, -0.6474, 0.6331], [-1.8094, 0.6170, -0.5275], [1.5143, -0.9312, -0.6220], [1.2607, -0.7559, 1.3323]], "atomic_forces_ev_per_a": [[-1.128, 0.792, -2.342], [-0.631, -1.116, -1.546], [0.544, 0.128, 0.523], [-0.980, 0.961, 2.794], [0.112, 1.890, 1.647], [-0.148, -0.171, 0.586], [1.534, -1.679, 0.467], [-0.166, -1.391, -1.455], [0.862, 0.586, -0.675]], "lowdin_charge": [-0.174, -0.532, -0.136, 0.816, 0.108, 0.042, 0.109, -0.152, -0.079]}


(3)
{"formula": "C25H32BrN4O4PS", "method": "the ωB97M-V functional and the def2-TZVPD basis", "homo_ev": -4.9, "lumo_energy_ev": -2.0, "orbital_gap_ha": 0.108, "de_lowest_kcal_mol": 0.0, "spin_multiplicity": 1, "e_tot_ha": -4805.18819, "species": ["C", "C", "C", "C", "C", "S", "O", "O", "N", "C", "C", "C", "C", "C", "Br", "C", "C", "N", "O", "O", "C", "C", "C", "H", "H", "H", "H", "H", "H", "H", "H", "H", "H", "H", "C", "C", "C", "C", "N", "P", "H", "N", "C", "C", "C", "C", "C", "C", "H", "H", "H", "H", "H", "H", "H", "H", "H", "H", "H", "H", "H", "H", "H", "H", "H", "H", "H", "H"], "xyz": [[2.4836, 1.1969, -1.5622], [1.7284, 0.6180, -0.4122], [0.3325, 0.5777, -0.4272], [-0.3876, 0.0486, 0.6391], [0.3234, -0.3999, 1.7544], [-0.5144, -0.8572, 3.2419], [-1.8803, -0.3971, 3.2573], [-0.1830, -2.2005, 3.6626], [0.4423, 0.1585, 4.2567], [0.2277, 1.5304, 4.4509], [-0.5030, 2.4208, 3.6822], [-0.5414, 3.7708, 4.0523], [0.0968, 4.1869, 5.2516], [0.7157, 3.2679, 6.1112], [1.4788, 3.8078, 7.7381], [0.7381, 1.9032, 5.7439], [1.1868, 0.7350, 6.3755], [1.2945, 0.4708, 7.7732], [0.4661, 0.9772, 8.5753], [2.2199, -0.3029, 8.1285], [0.7864, -0.4423, 5.5411], [1.7201, -0.4449, 1.7583], [2.4098, 0.0967, 0.6889], [3.5574, 1.1145, -1.3956], [2.2477, 0.6757, -2.4917], [2.2328, 2.2489, -1.7158], [-0.2069, 0.9808, -1.2815], [-1.4776, 0.0013, 0.6413], [-1.0410, 2.0255, 2.8286], [-1.0122, 4.5004, 3.3825], [0.0728, 5.2443, 5.5224], [1.4434, -1.3327, 5.5264], [2.2562, -0.8742, 2.6065], [3.4973, 0.1267, 0.7108], [-3.2434, -4.3514, 3.9134], [-2.9005, -4.9595, 5.2704], [-3.6530, -6.2664, 5.5376], [-1.3934, -5.1887, 5.2426], [-3.2794, -4.0177, 6.3424], [-3.0644, -4.3152, 7.9948], [-0.1516, -0.7963, 5.9550], [-3.2427, -2.6356, 8.2813], [-2.9206, -1.9772, 9.5649], [-3.2343, -0.4918, 9.4672], [-1.4229, -2.0548, 9.8688], [-3.7371, -2.6859, 10.6456], [-3.7635, -1.9656, 7.1918], [-3.7720, -2.7481, 6.0761], [-2.6430, -3.4411, 3.7597], [-2.9573, -5.0628, 3.1258], [-4.3153, -4.1335, 3.8195], [-3.3612, -6.7210, 6.4967], [-4.7406, -6.0950, 5.5599], [-3.4335, -6.9874, 4.7321], [-0.9754, -5.4783, 6.2107], [-1.1948, -5.9903, 4.5202], [-0.8827, -4.2954, 4.8646], [-4.2668, -0.2919, 9.1596], [-3.0635, -0.0346, 10.4490], [-2.5290, -0.0157, 8.7713], [-0.9961, -3.0583, 9.7735], [-0.8546, -1.3513, 9.2442], [-1.2817, -1.7142, 10.9032], [-3.4684, -3.7468, 10.7483], [-3.5611, -2.1924, 11.6124], [-4.8132, -2.6356, 10.4275], [-4.0887, -0.9403, 7.2602], [-4.0845, -2.4611, 5.0829]], "atomic_forces_ev_per_a": [[0.167, 0.142, -0.254], [-0.318, -0.097, 0.264], [-0.127, -0.118, -0.026], [0.279, 0.052, 0.438], [-0.288, -0.447, -0.727], [1.683, 1.955, 1.709], [0.062, -0.619, -0.528], [-0.436, 0.251, -0.472], [-0.254, -1.912, -0.880], [-0.955, 1.520, 0.638], [0.605, -0.714, 0.024], [0.604, 0.541, 0.886], [-0.515, -0.113, -0.784], [-0.596, -0.569, -1.147], [0.079, 0.230, 0.066], [-0.535, 0.388, -0.076], [0.770, -0.370, 1.082], [0.287, 0.346, -0.865], [0.878, -0.452, -0.472], [-1.388, 0.261, 0.098], [0.239, -0.655, 0.778], [-0.179, 0.040, 0.224], [-0.035, -0.129, -0.079], [-0.023, 0.076, -0.049], [-0.013, -0.026, 0.015], [0.038, -0.025, 0.052], [0.102, -0.102, 0.072], [0.313, 0.181, 0.001], [0.067, 0.328, -0.145], [0.134, -0.280, 0.487], [0.056, -0.326, -0.047], [0.015, 0.720, -0.491], [-0.214, 0.282, -0.189], [-0.187, -0.073, -0.031], [-0.154, -0.038, -0.218], [-0.214, -0.720, -0.565], [-0.235, -0.258, -0.317], [0.369, 0.024, -0.058], [-0.705, 1.202, 0.709], [0.841, 1.763, -0.824], [-0.722, -0.643, 0.577], [-0.851, -0.934, -1.185], [0.001, 0.199, 0.696], [-0.120, 0.292, 0.074], [0.364, 0.093, 0.062], [-0.295, 0.172, 0.365], [0.656, -0.568, 0.262], [0.559, -0.583, 0.423], [-0.298, -0.232, -0.061], [-0.147, 0.178, 0.276], [0.234, -0.069, -0.116], [0.015, 0.107, -0.255], [0.322, -0.035, -0.028], [-0.076, 0.245, 0.388], [-0.087, 0.009, -0.064], [-0.006, 0.103, 0.221], [-0.006, -0.090, 0.273], [0.138, 0.042, 0.226], [-0.084, -0.120, -0.225], [-0.294, 0.002, 0.120], [-0.151, 0.065, 0.016], [-0.066, -0.311, 0.026], [0.014, -0.156, -0.224], [0.076, 0.231, -0.028], [-0.045, -0.232, -0.274], [0.240, 0.040, 0.019], [0.220, -0.095, -0.083], [0.191, 0.033, 0.222]], "lowdin_charge": [-0.051, -0.268, -0.034, -0.049, -0.288, 0.709, -0.297, -0.307, -0.149, -0.195, -0.051, -0.112, -0.148, -0.640, 0.771, -0.171, -0.178, -0.388, -0.081, -0.026, -0.148, -0.039, -0.023, 0.076, 0.084, 0.087, 0.118, 0.117, 0.090, 0.091, 0.089, 0.124, 0.127, 0.118, -0.044, -0.628, -0.055, -0.035, -0.234, 1.197, 0.103, -0.217, -0.627, -0.043, -0.031, -0.058, -0.066, -0.064, 0.077, 0.107, 0.095, 0.067, 0.093, 0.097, 0.077, 0.100, 0.076, 0.087, 0.108, 0.100, 0.076, 0.082, 0.102, 0.065, 0.097, 0.092, 0.124, 0.124]}


(4)
{"formula": "C12H15Cl2I2N2O2RbSe2", "method": "the ωB97M-V functional and the def2-TZVPD basis", "homo_ev": -8.5, "lumo_energy_ev": -1.8, "orbital_gap_ha": 0.249, "de_lowest_kcal_mol": 9.5, "spin_multiplicity": 1, "e_tot_ha": -7069.02058, "species": ["Rb", "C", "Se", "C", "C", "Se", "C", "H", "H", "H", "H", "H", "H", "H", "H", "H", "H", "N", "C", "C", "C", "C", "C", "N", "C", "H", "H", "H", "H", "I", "I", "Cl", "C", "Cl", "C", "O", "O", "H"], "xyz": [[-2.1094, -0.7249, -0.4432], [-2.2197, 4.3058, 0.1314], [-1.8335, 2.7600, -0.9794], [0.0785, 2.9932, -1.2379], [0.8763, 3.2527, 0.0225], [0.9227, 1.7561, 1.2854], [2.0689, 2.6835, 2.5538], [-1.9496, 5.2268, -0.3805], [-1.7075, 4.2385, 1.0888], [-3.2937, 4.2981, 0.3019], [0.2189, 3.8325, -1.9195], [0.3784, 2.0742, -1.7460], [0.5030, 4.1242, 0.5608], [1.9198, 3.4359, -0.2395], [1.5667, 3.5778, 2.9141], [3.0071, 2.9440, 2.0695], [2.2682, 2.0138, 3.3862], [4.3203, -2.1604, 0.4489], [3.2586, -2.5787, 0.5756], [1.9348, -3.0900, 0.7632], [1.7059, -4.4475, 0.9626], [0.4060, -4.8721, 1.1666], [-0.6082, -3.9281, 1.1691], [-0.4011, -2.6261, 0.9754], [0.8452, -2.2200, 0.7679], [2.5326, -5.1445, 0.9564], [0.1778, -5.9162, 1.3244], [-1.6351, -4.2317, 1.3382], [1.0038, -1.1601, 0.5978], [-1.7428, 0.4478, 2.9179], [-3.7111, -1.3087, 3.2071], [-1.4026, -3.1216, -2.4527], [-1.6412, -1.7830, -3.6212], [-3.2834, -1.1028, -3.4527], [-0.5163, -0.6731, -3.4932], [0.0824, -0.5052, -4.5464], [-0.3996, -0.1191, -2.3773], [-1.6210, -2.2515, -4.5963]], "atomic_forces_ev_per_a": [[-0.284, 0.169, 0.239], [0.083, -0.024, 0.022], [-0.141, -0.110, -0.019], [0.041, -0.008, 0.031], [0.034, 0.001, 0.006], [-0.068, 0.162, 0.021], [0.033, -0.060, -0.024], [0.020, -0.016, -0.022], [-0.028, -0.008, 0.021], [-0.001, -0.002, 0.011], [0.019, -0.030, -0.018], [0.029, 0.023, -0.018], [0.027, -0.014, 0.007], [-0.016, 0.015, -0.017], [0.003, -0.004, 0.009], [-0.002, -0.007, 0.005], [-0.023, -0.017, 0.000], [0.034, -0.006, -0.003], [0.129, 0.082, -0.024], [-0.265, -0.080, 0.039], [0.031, 0.025, -0.011], [0.011, 0.005, -0.002], [0.011, -0.026, 0.043], [0.037, -0.090, -0.004], [0.104, 0.014, 0.007], [0.002, -0.005, 0.002], [0.003, -0.008, -0.001], [-0.015, 0.020, -0.011], [0.013, -0.008, -0.011], [0.278, 0.267, -0.125], [-0.238, -0.207, 0.135], [0.024, -0.125, 0.089], [0.246, -0.060, -0.273], [-0.116, 0.098, 0.062], [-0.150, -0.134, -0.355], [0.081, 0.036, -0.029], [-0.066, 0.017, 0.252], [0.121, 0.113, -0.034]], "lowdin_charge": [0.555, -0.405, 0.869, -0.550, -0.543, 0.812, -0.391, 0.029, 0.014, 0.019, 0.073, 0.045, 0.054, 0.074, 0.026, 0.028, 0.021, 0.174, -0.171, -0.192, 0.001, -0.036, -0.138, -0.016, -0.099, 0.127, 0.112, 0.113, 0.078, 0.116, 0.082, 0.535, -0.980, 0.543, -0.819, 0.026, -0.238, 0.053]}